Entry 1:
Entry from OMol25: a molecular structure, C23H53AlCsInKN4O8P (ωB97M-V/def2-TZVPD).

```
! wB97M-V def2-TZVPD RIJCOSX def2/J DEFGRID3
* xyz 2 1
C -2.28 -1.39 -1.14
C -2.83 -2.69 -1.82
C -4.21 -3.16 -1.26
C -4.10 -4.21 -0.11
C -3.28 -3.75 1.14
C -2.26 -4.89 1.59
C -0.75 -4.58 1.18
C -0.38 -5.55 0.00
C 1.17 -5.64 -0.29
C 1.35 -6.79 -1.37
C 0.60 -6.49 -2.72
In -1.49 -7.31 -2.89
H -2.03 -0.58 -1.85
H -1.38 -1.68 -0.54
H -3.03 -1.07 -0.38
H -3.00 -2.47 -2.90
H -2.09 -3.53 -1.83
H -4.88 -2.30 -1.01
H -4.72 -3.67 -2.10
H -3.74 -5.16 -0.57
H -5.14 -4.42 0.24
H -3.97 -3.55 2.00
H -2.69 -2.83 1.00
H -2.57 -5.81 1.03
H -2.35 -5.10 2.67
H -0.64 -3.52 0.88
H -0.08 -4.73 2.06
H -0.77 -6.58 0.14
H -0.87 -5.14 -0.91
H 1.65 -5.95 0.68
H 1.60 -4.68 -0.65
H 2.44 -6.78 -1.62
H 1.07 -7.74 -0.87
H 1.20 -6.99 -3.53
H 0.59 -5.40 -2.98
H -1.68 -8.97 -2.26
H -2.69 -6.26 -2.02
H -2.01 -7.33 -4.63
C 0.71 1.40 -0.95
N -0.38 1.32 0.05
O -0.41 0.33 0.76
O -1.14 2.24 0.09
H 1.32 0.51 -0.88
H 0.25 1.47 -1.94
H 1.30 2.29 -0.73
Cs 1.35 -0.47 -2.30
N 4.87 -3.85 -4.11
H 4.81 -3.24 -4.92
H 5.40 -3.38 -3.37
H 3.93 -4.07 -3.77
H 5.35 -4.72 -4.37
C 6.40 -7.53 -0.07
C 5.55 -7.31 -1.29
O 4.78 -6.37 -1.38
N 5.65 -8.20 -2.31
C 6.50 -9.38 -2.40
H 6.21 -6.74 0.66
H 6.16 -8.49 0.39
H 7.46 -7.50 -0.34
H 5.05 -7.99 -3.09
H 7.15 -9.27 -3.27
H 5.86 -10.25 -2.55
H 7.11 -9.52 -1.51
O -2.01 5.52 0.88
P -2.84 4.60 1.79
O -3.59 5.47 2.80
O -1.88 3.69 2.55
O -3.83 3.78 0.95
N 0.56 10.36 0.71
C -0.07 10.57 1.87
C -0.93 9.65 2.46
C -1.15 8.45 1.80
C -0.51 8.21 0.59
C 0.33 9.19 0.10
H 0.14 11.52 2.35
H -1.41 9.87 3.40
H -1.82 7.71 2.23
H -0.67 7.29 0.05
H 0.85 9.05 -0.84
C -1.39 15.18 3.10
C -1.96 13.79 3.30
C -2.89 13.75 4.51
O -0.89 12.85 3.49
H -0.80 15.49 3.96
H -0.71 15.19 2.24
H -2.18 15.91 2.93
H -2.50 13.48 2.41
H -2.35 14.01 5.42
H -3.28 12.74 4.65
H -3.72 14.44 4.38
H -0.40 13.11 4.27
K 5.94 -10.05 0.71
Al -5.06 2.55 2.15
*
```

Computed properties:
Frontier orbital gap in eV: 2.1

***

Entry 2:
Entry from OMol25: 8 unconnected molecules or ions with the total composition C24H45FO24 (ωB97M-V/def2-TZVPD).

```
! wB97M-V def2-TZVPD RIJCOSX def2/J DEFGRID3
* xyz 1 2
C 0.02 0.11 0.64
C -1.12 0.99 -0.11
O -2.19 0.94 0.83
C -1.97 -0.05 1.73
O -2.82 -0.56 2.49
O -0.74 -0.54 1.61
F -1.34 0.55 -1.30
H 0.72 0.87 0.98
H 0.57 -0.58 0.00
H -0.87 2.04 -0.26
C -1.21 5.29 -2.04
O -1.49 5.81 -3.29
C -2.48 5.27 -4.08
O -3.25 4.38 -3.66
O -2.45 5.82 -5.36
C -1.32 6.50 -5.93
H -2.11 5.05 -1.47
H -0.58 6.01 -1.53
H -0.69 4.33 -1.95
H -0.40 6.42 -5.36
H -1.44 7.54 -6.24
H -0.99 5.90 -6.78
C 1.29 -3.27 1.00
O -0.02 -3.21 0.37
C -0.93 -4.10 0.57
O -0.91 -4.92 1.48
O -2.00 -3.75 -0.16
C -2.96 -4.73 -0.50
H 1.36 -3.86 1.91
H 1.65 -2.25 1.10
H 1.98 -3.55 0.20
H -3.93 -4.67 0.00
H -2.75 -5.78 -0.30
H -3.24 -4.62 -1.55
C -4.12 -3.58 2.74
O -4.77 -3.71 3.98
C -5.89 -4.31 4.12
O -6.44 -4.90 3.18
O -6.22 -4.23 5.44
C -7.41 -4.81 5.98
H -3.46 -2.71 2.68
H -4.79 -3.42 1.90
H -3.54 -4.42 2.38
H -7.82 -5.47 5.22
H -8.15 -4.21 6.50
H -7.06 -5.49 6.76
C 4.83 -1.71 5.39
O 3.86 -0.93 4.72
C 2.65 -1.30 4.69
O 2.19 -2.28 5.25
O 1.96 -0.37 4.02
C 0.61 -0.36 4.11
H 4.84 -1.83 6.47
H 5.77 -1.20 5.16
H 5.02 -2.63 4.84
H 0.38 0.51 3.50
H 0.25 -0.19 5.13
H 0.12 -1.20 3.62
C 0.20 -2.23 -2.64
O 1.48 -2.40 -3.23
C 2.53 -1.65 -2.76
O 2.55 -0.95 -1.69
O 3.53 -1.75 -3.58
C 4.85 -1.36 -3.28
H -0.63 -2.31 -3.34
H 0.23 -1.19 -2.33
H 0.06 -3.10 -2.00
H 5.45 -1.51 -4.18
H 5.38 -1.80 -2.44
H 4.91 -0.30 -3.04
C 0.03 4.78 2.39
O 0.95 3.85 2.14
C 1.53 3.81 0.83
O 0.97 4.20 -0.17
O 2.82 3.31 0.93
C 3.61 3.07 2.13
H 0.53 5.76 2.42
H -0.50 4.54 3.30
H -0.60 4.71 1.51
H 3.68 1.98 2.19
H 3.19 3.45 3.06
H 4.63 3.42 2.27
C 2.11 2.53 -2.94
O 1.52 1.77 -3.89
C 2.11 1.36 -4.94
O 3.25 1.71 -5.26
O 1.30 0.49 -5.68
C 1.75 -0.11 -6.91
H 2.21 3.52 -3.37
H 3.05 2.07 -2.64
H 1.47 2.58 -2.05
H 2.57 0.49 -7.29
H 0.93 -0.29 -7.62
H 2.14 -1.11 -6.72
*
```

Computed properties:
Frontier orbital gap (spin up / spin down) in eV: 8.5 / 2.0

***

Entry 3:
Entry from OMol25: a molecular structure, C33H58CaCl3FN5NaO10P2S3 (ωB97M-V/def2-TZVPD).

```
! wB97M-V def2-TZVPD RIJCOSX def2/J DEFGRID3
* xyz 0 1
C -1.34 0.59 8.94
C -0.16 0.92 7.84
P -0.73 0.85 6.02
C -1.20 2.57 5.33
C -2.39 3.34 6.20
C -2.07 -0.47 5.70
C -3.32 0.17 4.86
C -4.53 -0.89 4.50
P -5.32 -0.67 2.78
O -5.89 -2.23 2.23
O -6.76 0.35 2.98
S -4.19 0.18 1.44
O -4.18 -2.31 4.65
S -2.67 -2.69 3.96
O -2.65 -2.60 2.38
O -2.43 -4.22 4.26
C -1.34 -1.65 4.77
C -0.35 -2.47 5.79
C 1.19 -2.67 5.16
C 1.13 -3.13 3.58
C 1.69 -1.94 2.58
C 2.88 -2.58 1.64
C 3.28 -1.68 0.33
C 4.67 -0.87 0.72
S 5.39 0.07 -0.73
C 4.89 1.88 -0.47
N 5.71 2.73 0.49
N 5.07 3.97 0.41
C 3.91 3.95 -0.59
O 3.78 2.59 -1.14
H -2.01 -0.33 8.68
H -1.96 1.57 9.23
H -0.77 0.30 9.95
H 0.83 0.28 8.03
H 0.17 2.05 8.04
H -0.24 3.26 5.45
H -1.44 2.55 4.16
H -1.99 4.38 6.54
H -3.33 3.54 5.49
H -2.78 2.68 7.11
H -2.47 -1.02 6.66
H -2.87 0.74 3.95
H -3.80 1.00 5.57
H -5.39 -0.68 5.30
H -5.54 -2.30 1.29
H -7.36 -0.08 3.68
H -0.76 -1.09 3.92
H -0.17 -1.87 6.81
H -0.73 -3.53 6.12
H 1.75 -1.64 5.25
H 1.73 -3.47 5.81
H 1.89 -4.04 3.45
H 0.08 -3.52 3.24
H 0.79 -1.55 1.93
H 2.11 -1.01 3.19
H 3.85 -2.76 2.29
H 2.48 -3.61 1.24
H 3.51 -2.33 -0.61
H 2.41 -0.94 0.09
H 4.43 -0.09 1.59
H 5.48 -1.60 1.16
H 3.23 4.88 -0.87
Ca -2.19 5.61 5.43
Cl -5.27 0.94 5.84
C 4.42 -1.60 -4.56
C 4.85 -2.53 -3.43
O 3.93 -3.59 -3.19
C 3.69 -4.49 -4.27
C 4.94 -5.22 -4.73
H 3.42 -1.20 -4.37
H 5.13 -0.77 -4.65
H 4.40 -2.12 -5.52
H 4.90 -1.95 -2.50
H 5.85 -2.93 -3.61
H 3.21 -3.96 -5.11
H 2.97 -5.23 -3.92
H 5.69 -4.53 -5.14
H 4.69 -5.95 -5.52
H 5.41 -5.75 -3.90
F -0.05 3.21 8.87
Na 1.61 2.66 -1.20
Cl 0.60 4.87 -6.06
C 1.03 3.29 -6.75
C 0.85 2.16 -5.74
Cl 2.05 2.24 -4.43
H 2.06 3.35 -7.11
H 0.37 3.13 -7.61
H 1.00 1.19 -6.24
H -0.15 2.17 -5.30
C -0.85 -7.59 4.25
C 0.67 -7.51 4.37
N 1.92 -7.44 4.47
H -1.26 -8.14 5.10
H -1.27 -6.59 4.23
H -1.12 -8.11 3.33
C -0.74 7.90 -5.17
C -1.64 8.19 -3.97
N -2.38 8.43 -2.98
H -0.21 8.81 -5.46
H -0.01 7.13 -4.91
H -1.35 7.56 -6.01
O -3.02 -9.13 3.10
H -3.53 -8.47 2.66
C -3.34 5.12 -11.66
C -2.32 4.31 -12.16
C -1.84 3.23 -11.40
C -2.40 2.98 -10.14
C -3.42 3.80 -9.63
C -3.88 4.87 -10.40
N -1.93 1.84 -9.35
O -1.02 1.15 -9.82
O -2.47 1.63 -8.26
H -3.70 5.95 -12.26
H -1.89 4.51 -13.14
H -1.05 2.61 -11.80
H -3.86 3.62 -8.66
H -4.68 5.51 -10.02
*
```

Computed properties:
Frontier orbital gap in eV: 1.0

***

Entry 4:
Entry from OMol25: a molecular structure, C41H60BF4GeN7P3Pb (ωB97M-V/def2-TZVPD).

```
! wB97M-V def2-TZVPD RIJCOSX def2/J DEFGRID3
* xyz 2 2
Pb 0.06 -1.42 -1.35
C -1.29 -1.03 -5.48
C -1.41 0.38 -4.89
C -1.17 1.44 -5.95
P -0.34 0.52 -3.36
C -1.00 2.04 -2.50
N -1.35 2.29 0.10
Ge -0.02 0.82 1.11
N -1.25 -0.07 2.28
C -1.59 -1.45 2.06
P -2.12 -1.82 0.31
C -3.49 -0.57 0.03
C -3.78 -0.43 -1.46
C -4.77 -0.86 0.80
C -2.69 -3.60 0.36
C -3.41 -3.92 -0.94
C -3.51 -4.00 1.59
C -1.98 0.77 3.08
C -3.10 0.41 3.84
C -3.77 1.35 4.61
C -3.37 2.68 4.62
C -2.25 3.05 3.90
C -1.54 2.11 3.17
N -0.27 2.42 2.58
C -0.15 3.62 1.79
C 0.64 4.67 2.04
C 0.99 5.71 1.09
C 1.08 5.67 -0.24
C 0.80 4.57 -1.23
C -0.60 3.31 0.44
C 0.80 2.19 3.54
C 0.83 2.80 4.78
C 1.86 2.51 5.66
C 2.85 1.61 5.29
C 2.83 1.00 4.05
C 1.80 1.28 3.15
N 1.66 0.70 1.91
C 2.76 0.19 1.13
P 2.36 -1.51 0.48
C 2.55 -2.52 2.05
C 1.79 -3.84 2.03
C 4.01 -2.75 2.41
C 3.70 -1.72 -0.81
C 5.11 -1.30 -0.41
C 3.69 -3.14 -1.37
C 1.45 0.91 -3.74
C 1.71 2.28 -4.35
C 2.03 -0.21 -4.61
H -2.03 -1.16 -6.26
H -1.44 -1.80 -4.72
H -0.31 -1.19 -5.93
H -2.42 0.49 -4.49
H -0.23 1.29 -6.48
H -1.20 2.45 -5.54
H -1.96 1.37 -6.69
H -2.09 1.98 -2.46
H -0.73 2.93 -3.07
H -2.40 -1.75 2.73
H -0.72 -2.08 2.26
H -3.06 0.38 0.38
H -4.32 -1.29 -1.84
H -2.85 -0.33 -2.02
H -4.39 0.45 -1.64
H -5.24 -1.78 0.46
H -5.48 -0.05 0.61
H -4.60 -0.91 1.87
H -1.76 -4.16 0.39
H -4.41 -3.51 -0.96
H -3.47 -5.00 -1.05
H -2.84 -3.55 -1.79
H -4.40 -3.40 1.73
H -2.91 -3.97 2.50
H -3.82 -5.03 1.44
H -3.44 -0.61 3.88
H -4.61 1.04 5.20
H -3.91 3.40 5.21
H -1.92 4.08 3.92
H 1.07 4.77 3.03
H 1.28 6.64 1.56
H 1.42 6.57 -0.74
H 1.74 4.29 -1.73
H 0.06 3.49 5.07
H 1.89 2.98 6.62
H 3.64 1.37 5.98
H 3.60 0.29 3.80
H 3.67 0.17 1.73
H 2.92 0.83 0.25
H 2.09 -1.86 2.81
H 2.12 -4.47 1.20
H 0.72 -3.68 1.93
H 1.97 -4.39 2.95
H 4.47 -3.45 1.72
H 4.07 -3.20 3.40
H 4.59 -1.83 2.43
H 3.36 -1.03 -1.60
H 5.56 -2.00 0.29
H 5.14 -0.30 0.03
H 5.74 -1.29 -1.30
H 4.03 -3.86 -0.62
H 4.36 -3.22 -2.22
H 2.70 -3.45 -1.69
H 1.93 0.88 -2.75
H 1.11 2.46 -5.24
H 2.76 2.35 -4.66
H 1.53 3.08 -3.64
H 1.68 -0.12 -5.63
H 1.75 -1.19 -4.23
H 3.12 -0.14 -4.62
N -0.87 5.50 -2.99
C -0.11 5.12 -2.23
N 0.20 3.39 -0.64
C -0.45 2.10 -1.08
N 0.33 0.99 -0.69
F -0.87 -5.60 -1.36
B 0.13 -4.73 -1.56
F 1.33 -5.26 -1.87
F -0.25 -3.74 -2.53
F 0.29 -3.92 -0.37
*
```

Computed properties:
Frontier orbital gap (spin up / spin down) in eV: 6.9 / 4.4

***

| no. | E_tot (eV) |
| --- | --- |
| 1 | -84953.11639 |
| 2 | -77459.50016 |
| 3 | -177279.24771 |
| 4 | -155088.19088 |